This record from the Open Molecules 2025 dataset describes a molecular structure, C61H59BrIN5O2PRu. The level of theory is ωB97M-V/def2-TZVPD.

The geometry in XYZ format:
```
131
Properties=species:S:1:pos:R:3:lowdin_charge:R:1
Ru -0.112 0.076 0.040 1.179
C -3.181 -0.036 0.813 -0.146
N -1.981 -0.623 0.209 -0.085
C -2.199 -1.761 -0.382 -0.112
C -1.123 -2.407 -1.016 -0.343
C -1.033 -3.426 -1.950 -0.016
C 0.302 -3.415 -2.381 -0.052
C 0.946 -2.404 -1.692 -0.192
N 0.105 -1.800 -0.819 -0.154
C -4.157 0.619 -0.135 -0.188
C -5.065 1.530 0.394 -0.047
C -6.106 2.024 -0.371 -0.080
C -6.269 1.598 -1.681 -0.094
C -5.369 0.690 -2.215 -0.085
C -4.309 0.218 -1.457 -0.039
H -2.908 0.631 1.628 0.085
H -3.721 -0.878 1.267 0.121
H -3.198 -2.194 -0.375 0.153
H -1.833 -4.057 -2.289 0.104
H 0.755 -4.065 -3.107 0.098
H 1.962 -2.076 -1.805 0.092
H -4.964 1.836 1.429 0.109
H -6.801 2.732 0.061 0.103
H -7.088 1.972 -2.278 0.101
H -5.483 0.351 -3.234 0.104
H -3.595 -0.451 -1.915 0.100
C 3.778 2.737 -1.716 -0.109
C 2.417 3.272 -1.281 -0.411
C 2.554 4.650 -0.629 -0.049
C 1.432 3.330 -2.422 -0.146
C 1.833 3.911 -3.616 -0.035
C 0.945 4.073 -4.661 -0.064
C -0.364 3.676 -4.496 -0.037
C -0.826 3.105 -3.312 -0.123
C -2.308 2.786 -3.244 -0.358
C -2.839 2.153 -4.531 -0.052
C -3.130 4.059 -2.984 -0.050
C 0.101 2.913 -2.263 -0.156
N -0.235 2.330 -0.995 0.046
C -1.211 2.846 -0.346 -0.078
C -1.494 2.448 0.994 -0.370
C -2.459 3.030 1.801 -0.059
C -2.130 2.612 3.094 -0.057
C -0.952 1.864 2.996 -0.277
N -0.572 1.690 1.687 0.048
C 0.006 1.738 4.167 -0.527
C 0.067 3.097 4.890 -0.052
C -0.429 0.696 5.202 -0.038
C 1.398 1.455 3.621 -0.066
H 4.463 2.706 -0.870 0.061
H 4.235 3.379 -2.467 0.069
H 3.690 1.736 -2.136 0.054
H 1.988 2.608 -0.527 0.045
H 1.584 5.036 -0.316 0.081
H 2.992 5.368 -1.326 0.081
H 3.199 4.597 0.249 0.076
H 2.854 4.245 -3.727 0.106
H 1.267 4.515 -5.594 0.104
H -1.056 3.823 -5.312 0.103
H -2.472 2.060 -2.447 0.101
H -2.676 2.788 -5.399 0.074
H -3.914 2.009 -4.446 0.074
H -2.378 1.187 -4.729 0.039
H -3.156 4.666 -3.890 0.083
H -2.721 4.695 -2.200 0.067
H -4.157 3.801 -2.721 0.073
H -1.784 3.681 -0.732 0.122
H -3.240 3.696 1.483 0.108
H -2.583 2.937 4.011 0.099
H -0.853 3.311 5.431 0.076
H 0.242 3.907 4.185 0.094
H 0.883 3.083 5.613 0.083
H -1.472 0.844 5.480 0.089
H 0.177 0.795 6.104 0.089
H -0.304 -0.324 4.845 0.035
H 1.736 2.274 2.987 0.091
H 1.378 0.565 3.002 0.000
H 2.116 1.308 4.429 0.099
I 2.896 0.086 0.445 1.315
C 3.659 -0.626 2.288 -0.530
C 4.990 -0.298 2.429 -0.158
C 5.695 -0.574 3.614 -0.066
C 5.033 -1.139 4.657 -0.030
C 3.672 -1.496 4.544 -0.155
C 3.040 -2.069 5.679 -0.018
C 1.739 -2.450 5.632 -0.048
C 1.030 -2.310 4.426 -0.106
C 1.582 -1.752 3.308 -0.307
P 0.675 -1.932 1.725 1.076
C -0.923 -2.625 2.245 -0.379
C -1.418 -3.842 1.786 -0.100
C -2.677 -4.274 2.177 -0.063
C -3.442 -3.505 3.040 -0.071
C -2.960 -2.281 3.484 -0.071
C -1.720 -1.835 3.069 -0.127
C 1.687 -3.412 1.287 -0.304
C 2.755 -3.419 0.400 -0.127
C 3.557 -4.540 0.263 -0.061
C 3.310 -5.676 1.013 -0.074
C 2.265 -5.675 1.923 -0.065
C 1.474 -4.552 2.066 -0.098
C 2.949 -1.290 3.339 -0.201
H 5.506 0.203 1.627 0.079
H 6.738 -0.308 3.690 0.109
H 5.533 -1.328 5.596 0.115
H 3.623 -2.190 6.579 0.114
H 1.250 -2.881 6.492 0.111
H 0.011 -2.678 4.393 0.100
H -0.840 -4.445 1.101 0.109
H -3.054 -5.216 1.807 0.108
H -4.416 -3.852 3.354 0.105
H -3.560 -1.656 4.130 0.114
H -1.384 -0.847 3.365 0.086
H 2.986 -2.550 -0.189 0.008
H 4.379 -4.517 -0.437 0.109
H 3.934 -6.551 0.899 0.104
H 2.069 -6.545 2.534 0.107
H 0.692 -4.561 2.815 0.101
Br -2.281 -0.885 -7.402 0.732
C -0.765 -0.397 -6.378 -0.663
C 0.432 -0.105 -7.017 -0.190
N 1.531 0.233 -6.358 0.082
C 1.461 0.303 -5.035 -0.069
C 0.303 0.044 -4.312 -0.093
C -0.840 -0.328 -5.001 -0.083
C 0.293 0.159 -2.821 -0.637
O -0.839 0.137 -2.252 -0.056
O 1.372 0.277 -2.218 -0.130
H 0.499 -0.154 -8.096 0.099
H 2.360 0.588 -4.506 0.118
H -1.744 -0.575 -4.460 0.111
```

Calculated values
net charge: 0
E_tot: -165773.576 eV
⟨S²⟩: 0.76
2S+1: 2

This record from the Open Molecules 2025 dataset describes a molecular structure, C61H59NO2OsP2Si2. The level of theory is ωB97M-V/def2-TZVPD.

The geometry in XYZ format:
```
128
Properties=species:S:1:pos:R:3:lowdin_charge:R:1
Os 0.580 1.738 -0.258 1.305
O -0.022 0.155 1.459 -0.371
P -0.560 -1.061 2.125 0.730
C 0.363 -2.590 1.807 -0.415
P 0.029 -3.374 0.160 1.070
O 0.468 0.146 -1.294 -0.479
C -1.388 -4.498 0.494 -0.371
C -1.697 -5.098 1.709 -0.091
C -2.753 -5.993 1.809 -0.083
C -3.512 -6.307 0.691 -0.088
C -3.215 -5.715 -0.527 -0.081
C -2.166 -4.814 -0.621 -0.109
C 1.350 -4.656 0.132 -0.366
C 1.573 -5.287 -1.090 -0.115
C 2.509 -6.303 -1.208 -0.080
C 3.249 -6.695 -0.103 -0.089
C 3.042 -6.073 1.119 -0.084
C 2.096 -5.065 1.236 -0.093
C -2.237 -1.359 1.553 -0.304
C -3.258 -1.892 2.330 -0.074
C -4.497 -2.142 1.759 -0.071
C -4.714 -1.862 0.417 -0.065
C -3.701 -1.311 -0.358 -0.058
C -2.463 -1.052 0.209 -0.096
C -0.615 -0.870 3.918 -0.262
C -1.520 0.054 4.438 -0.080
C -1.565 0.301 5.800 -0.079
C -0.691 -0.359 6.653 -0.077
C 0.227 -1.265 6.142 -0.073
C 0.263 -1.522 4.779 -0.072
H 0.177 -3.281 2.631 0.035
H 1.425 -2.325 1.826 0.078
H -1.117 -4.882 2.599 0.096
H -2.980 -6.449 2.765 0.103
H -4.333 -7.008 0.771 0.102
H -3.806 -5.947 -1.404 0.104
H -1.951 -4.338 -1.572 0.095
H 1.003 -4.982 -1.961 0.097
H 2.667 -6.780 -2.167 0.104
H 3.987 -7.482 -0.194 0.102
H 3.617 -6.375 1.985 0.102
H 1.949 -4.598 2.201 0.088
H -3.090 -2.118 3.377 0.109
H -5.294 -2.561 2.361 0.105
H -5.680 -2.066 -0.025 0.106
H -3.872 -1.068 -1.398 0.106
H -1.673 -0.597 -0.383 0.081
H -2.187 0.591 3.774 0.093
H -2.274 1.017 6.193 0.111
H -0.724 -0.166 7.718 0.106
H 0.915 -1.774 6.804 0.105
H 0.990 -2.227 4.394 0.099
C 2.190 -1.795 -2.556 -0.143
Si 0.899 -0.445 -2.773 0.365
C -0.580 -1.296 -3.545 -0.132
C 1.570 0.898 -3.921 -0.256
C 1.890 0.433 -5.201 -0.105
C 2.423 1.263 -6.175 -0.090
C 2.652 2.596 -5.873 -0.084
C 2.336 3.075 -4.609 -0.098
C 1.792 2.258 -3.613 -0.271
Si 1.427 3.162 -1.958 0.502
C 0.252 4.602 -2.361 -0.206
C 2.993 4.169 -1.571 -0.193
H 1.691 -2.738 -2.331 -0.011
H 2.907 -1.601 -1.761 0.030
H 2.749 -1.931 -3.487 0.039
H -0.239 -2.076 -4.232 0.037
H -1.229 -0.614 -4.092 0.007
H -1.169 -1.778 -2.761 0.020
H 1.720 -0.612 -5.449 0.098
H 2.663 0.873 -7.156 0.099
H 3.071 3.262 -6.618 0.100
H 2.523 4.122 -4.394 0.095
H 0.659 5.171 -3.201 0.026
H 0.233 5.278 -1.499 0.027
H -0.772 4.325 -2.606 0.008
H 2.928 5.135 -2.079 0.028
H 3.908 3.676 -1.898 0.028
H 3.086 4.366 -0.501 0.032
C -3.874 4.136 2.202 -0.088
C -3.371 4.845 1.117 -0.079
C -2.506 4.232 0.224 -0.035
C -2.127 2.904 0.411 -0.336
C -2.619 2.203 1.501 -0.045
C -3.492 2.814 2.388 -0.078
N -1.325 2.262 -0.585 -0.114
C -2.077 2.047 -1.774 -0.260
C -3.482 1.963 -1.720 -0.027
C -4.228 1.681 -2.852 -0.089
C -3.613 1.483 -4.081 -0.092
C -2.232 1.546 -4.142 -0.090
C -1.479 1.804 -3.007 -0.078
H -4.564 4.608 2.889 0.101
H -3.660 5.877 0.961 0.107
H -2.128 4.767 -0.638 0.113
H -2.312 1.175 1.631 0.078
H -3.882 2.252 3.229 0.103
H -3.998 2.104 -0.783 0.110
H -5.306 1.620 -2.767 0.103
H -4.199 1.281 -4.968 0.099
H -1.718 1.391 -5.083 0.115
H -0.410 1.844 -3.102 0.031
C -0.483 3.581 4.101 -0.069
C 0.447 2.757 4.727 -0.084
C 1.452 2.157 3.994 -0.030
C 1.539 2.368 2.616 -0.245
C 0.581 3.167 1.992 -0.091
C -0.423 3.779 2.733 -0.066
C 2.640 1.868 1.815 -0.089
C 2.567 1.791 0.472 -0.259
C 3.871 1.612 -0.230 -0.267
C 3.961 0.967 -1.452 -0.079
C 5.160 0.837 -2.135 -0.062
C 6.322 1.365 -1.594 -0.091
C 6.259 2.027 -0.374 -0.084
C 5.053 2.153 0.294 -0.055
H -1.256 4.070 4.681 0.107
H 0.394 2.598 5.797 0.103
H 2.188 1.530 4.482 0.116
H 0.736 3.482 0.935 0.078
H -1.143 4.420 2.244 0.090
H 3.566 1.650 2.343 0.114
H 3.065 0.582 -1.891 0.041
H 5.177 0.335 -3.095 0.109
H 7.262 1.281 -2.124 0.098
H 7.154 2.467 0.049 0.100
H 5.017 2.727 1.211 0.108
```

Calculated values
net charge: 0
2S+1: 1
energy above the lowest of the compared OMol25 structures with the same formula, charge and spin: 1.2093 eV

Quick rundown of molar mass, same order as above: 1233.03, 1146.50 g mol⁻¹